[1]
Here is a cluster of 2 separate species, C29H33N5O3 in total at a distorted geometry from the OMol25 dataset. Energies are from ωB97M-V/def2-TZVPD.

The geometry in ORCA input format:
```
! wB97M-V def2-TZVPD RIJCOSX def2/J DEFGRID3
* xyz 0 1
C -2.1310 -2.9340 -1.9246
N -1.5019 -3.7055 -0.8716
C -0.2687 -3.2740 -0.3713
O 0.2747 -2.2935 -0.8945
C 0.2794 -4.0326 0.7667
C 1.4249 -3.6679 1.4038
C 2.1376 -2.4250 1.1994
C 1.4716 -1.1821 1.1907
C 2.1237 -0.0002 0.9183
C 3.5269 -0.0140 0.6616
C 4.2194 -1.2582 0.6857
C 3.5297 -2.4194 0.9860
C 5.6758 -1.3232 0.3768
C 6.1863 -0.0786 -0.3424
C 5.6410 1.1790 0.3132
N 4.1875 1.1452 0.3765
C 3.5305 2.4355 0.5333
C 2.0755 2.3648 0.0953
C 1.3378 1.2679 0.8527
C -0.3509 -5.3047 1.1559
O 0.1204 -6.0441 2.0229
N -1.5320 -5.6598 0.4849
C -2.1928 -6.8994 0.8301
C -2.1637 -4.8759 -0.4832
O -3.2398 -5.2007 -0.9734
H -1.5267 -2.0451 -2.0761
H -2.1727 -3.5210 -2.8452
H -3.1459 -2.6662 -1.6280
H 1.8486 -4.3914 2.1028
H 0.4074 -1.1428 1.4202
H 4.0541 -3.3766 0.9969
H 5.8755 -2.2103 -0.2353
H 6.2372 -1.4599 1.3136
H 5.8728 -0.1118 -1.3925
H 7.2777 -0.0565 -0.3127
H 5.9229 2.0713 -0.2606
H 6.0791 1.2756 1.3269
H 3.5740 2.7761 1.5870
H 4.0859 3.1613 -0.0750
H 1.5972 3.3302 0.2768
H 2.0298 2.1595 -0.9817
H 0.3694 1.0691 0.3736
H 1.1107 1.6107 1.8746
H -1.6006 -7.3712 1.6075
H -3.2066 -6.6986 1.1802
H -2.2471 -7.5404 -0.0521
C -3.0091 0.5064 -1.3031
C -3.1180 1.8389 -0.9571
N -2.4858 2.9118 -1.5538
C -1.6388 2.7940 -2.7085
C -2.7994 4.0957 -0.8965
C -2.3995 5.4152 -1.1239
C -2.9068 6.3872 -0.2481
C -3.7793 6.0445 0.8063
C -4.1782 4.7167 1.0240
C -3.6654 3.7562 0.1479
N -3.8433 2.3792 0.0851
C -4.6793 1.6023 0.9581
H -3.5895 -0.2070 -0.7360
H -2.4154 0.2690 -2.1733
H -1.3113 3.7997 -2.9885
H -0.7556 2.1728 -2.4981
H -2.1795 2.3378 -3.5493
H -1.7246 5.6328 -1.9536
H -2.6250 7.4324 -0.3790
H -4.1477 6.8339 1.4621
H -4.8515 4.4038 1.8242
H -5.1623 2.2909 1.6570
H -5.4477 1.0603 0.3897
H -4.0921 0.8638 1.5209
*
```

Properties
LUMO level, Ha: -0.01604
Relative energy (zero: lowest compared OMol25 entry of this formula, charge and spin), kcal per mole: 44.95
Total energy, Ha: -1624.433805
Gap between HOMO and LUMO, eV: 6.44
Structure (SMILES): CN1C(=O)C(=Cc2cc3c4c(c2)CCCN4CCC3)C(=O)N(C)C1=O.C=C1N(C)c2ccccc2N1C
E_HOMO, eV: -6.874

***

[2]
Here is a structure of composition C29H34AsN4NaO2S3 from the OMol25 dataset. Energies are from ωB97M-V/def2-TZVPD.

The geometry in ORCA input format:
```
! wB97M-V def2-TZVPD RIJCOSX def2/J DEFGRID3
* xyz -2 1
Na -0.2966 -1.2845 -1.4164
C 1.8552 -1.2604 5.9357
O 1.9675 -0.2547 4.9581
C 0.8904 0.5752 4.7954
C 0.9245 1.3984 3.6702
C -0.1241 2.2512 3.4060
C -1.2311 2.2978 4.2598
C -1.2268 1.5216 5.4044
C -0.1794 0.6411 5.6739
N -2.3281 3.2080 4.0897
N -2.8538 3.4149 2.9718
C -2.5753 2.6553 1.8196
C -2.4524 3.3851 0.6481
C -2.0097 2.8396 -0.5463
C -1.6901 1.4633 -0.6626
O -1.2744 0.9227 -1.7186
C -1.9238 0.6593 0.5539
N -1.6901 -0.6628 0.4339
C -1.9833 -1.4718 1.4226
C -2.5673 -1.0069 2.6137
C -2.7717 0.3354 2.7734
C -2.4056 1.2349 1.7479
H 2.7350 -1.8907 5.8287
H 0.9557 -1.8642 5.7826
H 1.8363 -0.8415 6.9482
H 1.7723 1.3410 2.9988
H -0.0966 2.8626 2.5136
H -2.0669 1.5883 6.0855
H -0.2188 0.0258 6.5620
H -2.6583 4.4495 0.7089
H -1.8830 3.4650 -1.4221
H -1.7710 -2.5236 1.2513
H -2.8469 -1.7086 3.3898
H -3.2248 0.7138 3.6799
C -0.2595 -6.2509 -1.9184
C -0.0037 -4.7545 -2.0636
S -1.4021 -3.7692 -1.5958
C 1.1982 -4.3115 -2.4881
C 2.3314 -5.2690 -2.7920
S 1.6844 -2.6228 -2.7725
H -1.3302 -6.4186 -1.8188
H 0.2221 -6.6616 -1.0212
H 0.0974 -6.8283 -2.7775
H 2.1005 -6.3106 -2.5608
H 3.2179 -4.9798 -2.2193
H 2.6173 -5.2022 -3.8481
N 1.7409 0.3146 -1.1363
C 2.3201 1.1530 -0.2207
C 1.8252 2.4552 -0.0426
C 2.4017 3.3051 0.8843
C 3.4758 2.8936 1.6681
C 3.9569 1.5994 1.5066
C 3.3912 0.7357 0.5829
H 1.2623 0.7629 -1.9098
H 2.2242 -0.5378 -1.4104
H 0.9820 2.7783 -0.6425
H 1.9983 4.3052 1.0023
H 3.9175 3.5619 2.3964
H 4.7837 1.2508 2.1157
H 3.7725 -0.2720 0.4664
C -0.9787 -0.8399 -4.5571
As -0.5551 0.9778 -5.0449
C -0.5450 0.9127 -6.9833
C -2.1427 1.9812 -4.6145
S 1.1855 1.9081 -4.3720
H -1.6098 -1.2525 -5.3466
H -1.5522 -0.8335 -3.6341
H -0.0821 -1.4518 -4.4260
H -1.4894 0.5232 -7.3648
H 0.2744 0.2634 -7.2872
H -0.3645 1.9177 -7.3601
H -3.0194 1.5404 -5.0901
H -2.0022 3.0121 -4.9356
H -2.2320 1.9343 -3.5295
*
```

Properties
LUMO level, Ha: 0.14016
Relative energy (zero: lowest compared OMol25 entry of this formula, charge and spin), kcal per mole: 0.00
Total energy, Ha: -5087.685180
Gap between HOMO and LUMO, eV: 3.93
E_HOMO, eV: -0.117

***

[3]
Here is a structure of composition C29H34BClFeO2S at a distorted geometry from the OMol25 dataset. Energies are from ωB97M-V/def2-TZVPD.

The geometry in ORCA input format:
```
! wB97M-V def2-TZVPD RIJCOSX def2/J DEFGRID3
* xyz 0 5
C 6.2286 -3.9866 0.7291
C 4.9105 -3.5619 0.2128
C 4.1616 -4.1406 -0.7924
C 2.9265 -3.4360 -1.0436
C 2.7477 -2.3472 -0.2156
B 1.5672 -1.2360 -0.3294
C 0.2603 -1.7284 0.5719
C -0.7039 -2.5562 0.0289
C -1.8275 -2.9146 0.7971
C -1.9834 -2.3828 2.0846
Cl -3.4615 -2.6069 2.9365
C -0.9541 -1.6152 2.6600
C 0.1685 -1.2842 1.8813
O 2.0245 0.0412 0.1142
C 2.5507 0.6565 -1.0478
C 2.4127 2.1633 -0.8853
C 4.0163 0.3175 -1.2362
C 1.6901 0.0016 -2.2526
C 0.3980 0.7264 -2.5418
C 2.4245 -0.1218 -3.5716
O 1.3525 -1.2718 -1.7638
S 4.0643 -2.1920 0.9062
H 6.6040 -4.8211 0.1269
H 6.9368 -3.1488 0.6586
H 6.1655 -4.2928 1.7787
H 4.4837 -5.0205 -1.3560
H 2.2187 -3.7409 -1.8099
H -0.6043 -2.9351 -0.9865
H -2.6095 -3.5520 0.3886
H -1.0660 -1.2314 3.6720
H 0.9567 -0.6754 2.3121
H 2.6749 2.6657 -1.8225
H 1.4016 2.4551 -0.5782
H 3.1033 2.5029 -0.1054
H 4.4198 0.8867 -2.0864
H 4.5762 0.5874 -0.3325
H 4.1668 -0.7505 -1.4236
H 0.5854 1.7291 -2.9406
H -0.1467 0.1424 -3.2940
H -0.2268 0.8073 -1.6473
H 2.7121 0.8804 -3.9132
H 3.3048 -0.7574 -3.5081
H 1.7409 -0.5521 -4.3039
C -0.9067 3.5128 -0.4856
C -1.1925 2.1256 -0.0453
C -2.4896 1.5766 -0.1246
C -2.8692 0.2944 0.4833
C -4.2514 0.0132 0.2028
C -4.7931 1.1412 -0.5260
C -3.7466 2.1298 -0.6787
Fe -3.9963 1.7071 1.2078
C -5.1958 2.9988 2.0810
C -3.7939 3.4040 2.1761
C -3.0666 2.3320 2.8365
C -4.0061 1.2732 3.1452
C -5.3192 1.6796 2.6790
H -0.0597 3.9681 0.0546
H -0.6489 3.5520 -1.5597
H -1.7728 4.1868 -0.3537
H -0.3818 1.5148 0.3512
H -2.1141 -0.3276 0.9270
H -4.7760 -0.9087 0.4216
H -5.7903 1.1913 -0.9548
H -3.7865 3.0799 -1.2042
H -6.0215 3.6012 1.7247
H -3.3659 4.3601 1.8941
H -2.0136 2.3474 3.1141
H -3.7588 0.3885 3.7221
H -6.2550 1.1541 2.8399
*
```

Properties
LUMO level (spin up / spin down), Ha: 0.02143 / -0.11798
Relative energy (zero: lowest compared OMol25 entry of this formula, charge and spin), kcal per mole: 50.91
Total energy, Ha: -3422.659077
Gap between HOMO and LUMO (spin up / spin down), eV: 5.36 / 5.06
E_HOMO (spin up / spin down), eV: -4.774 / -8.275
⟨S²⟩: 6.05